The following is a DFT calculation (ωB97M-V/def2-TZVPD) of a structure of composition C21H41AsF6HgO13S5 at a distorted geometry.

* HOMO energy: -9.4 eV
* energy relative to the best compared isomer or geometry (same formula, charge and spin): 0.0 kcal/mol
* Kohn-Sham gap: 9.84 eV

Each line ends with the Löwdin charge.
Geometry (Å):
Hg (0.579, -0.034, -0.244)  1.2495
O (4.607, -0.843, 0.150)  0.0970
C (3.280, -0.581, 0.015)  -0.8310
O (2.882, -0.065, -1.056)  -0.0492
O (2.544, -0.816, 0.994)  -0.0603
H (5.012, -0.452, -0.631)  0.1111
As (-2.603, 2.148, 1.150)  0.7043
F (-2.929, 0.551, 1.744)  -0.2405
F (-1.084, 1.556, 0.477)  -0.3026
F (-2.221, 3.713, 0.526)  -0.2375
F (-4.076, 2.719, 1.802)  -0.2256
F (-1.737, 2.507, 2.605)  -0.2492
F (-3.360, 1.739, -0.348)  -0.2394
C (3.121, 3.868, 3.673)  -0.2135
C (3.197, 2.374, 3.924)  -0.2079
C (3.636, 1.766, 2.616)  -0.2301
S (2.794, 2.669, 1.334)  0.6779
O (1.582, 2.018, 0.891)  -0.3655
O (3.745, 3.079, 0.334)  -0.3050
C (2.325, 4.051, 2.375)  -0.2081
H (4.096, 4.351, 3.551)  0.1201
H (2.643, 4.452, 4.462)  0.1168
H (2.218, 1.963, 4.180)  0.1238
H (3.911, 2.129, 4.710)  0.1210
H (3.639, 0.681, 2.508)  0.0991
H (4.693, 1.948, 2.375)  0.1166
H (1.260, 3.945, 2.582)  0.1103
H (2.498, 4.951, 1.790)  0.1074
C (0.533, 4.396, -1.514)  -0.1829
C (1.753, 4.433, -2.520)  -0.1914
C (1.756, 3.218, -3.438)  -0.2009
S (0.192, 2.384, -3.134)  0.6907
O (0.471, 1.396, -2.128)  -0.3620
O (-0.543, 2.039, -4.320)  -0.3023
C (-0.571, 3.743, -2.301)  -0.2273
H (0.362, 5.441, -1.276)  0.1172
H (0.889, 3.855, -0.642)  0.0833
H (2.729, 4.466, -2.033)  0.1040
H (1.720, 5.379, -3.064)  0.1097
H (2.519, 2.467, -3.229)  0.1076
H (1.798, 3.365, -4.519)  0.1034
H (-1.459, 3.366, -1.793)  0.0930
H (-0.940, 4.465, -3.036)  0.1212
C (-1.636, -1.921, 4.915)  -0.2006
C (-2.845, -1.778, 3.970)  -0.2097
C (-2.502, -2.482, 2.666)  -0.1961
S (-0.709, -2.264, 2.489)  0.6975
O (-0.501, -1.270, 1.464)  -0.3775
O (-0.058, -3.547, 2.421)  -0.3056
C (-0.401, -1.545, 4.106)  -0.2069
H (-1.545, -2.994, 5.122)  0.1184
H (-1.769, -1.369, 5.839)  0.1164
H (-3.110, -0.735, 3.790)  0.1071
H (-3.723, -2.270, 4.389)  0.1154
H (-2.865, -2.043, 1.740)  0.0908
H (-2.671, -3.556, 2.705)  0.1095
H (-0.302, -0.467, 3.973)  0.1100
H (0.537, -2.002, 4.411)  0.1057
C (2.708, -4.668, -1.145)  -0.2086
C (1.953, -5.271, -2.349)  -0.2127
C (0.763, -4.374, -2.644)  -0.2115
S (0.295, -3.676, -1.062)  0.6815
O (-1.010, -4.124, -0.658)  -0.3037
O (0.564, -2.261, -1.148)  -0.3786
C (1.639, -4.392, -0.115)  -0.2213
H (3.330, -3.833, -1.467)  0.1205
H (3.395, -5.402, -0.716)  0.1170
H (1.611, -6.260, -2.019)  0.1169
H (2.608, -5.475, -3.194)  0.1152
H (-0.077, -4.895, -3.092)  0.1089
H (1.049, -3.527, -3.265)  0.1112
H (1.279, -5.285, 0.392)  0.1157
H (1.832, -3.642, 0.653)  0.0915
C (-4.904, -1.482, -2.680)  -0.1838
C (-4.422, -0.504, -3.791)  -0.1961
C (-3.104, 0.139, -3.408)  -0.2312
S (-2.284, -1.067, -2.414)  0.6708
O (-1.533, -0.457, -1.357)  -0.3795
O (-1.693, -2.082, -3.254)  -0.2909
C (-3.772, -1.686, -1.673)  -0.2085
H (-5.335, -2.357, -3.160)  0.1094
H (-5.705, -1.015, -2.107)  0.1088
H (-5.205, 0.189, -4.083)  0.1147
H (-4.208, -1.103, -4.682)  0.1123
H (-3.213, 1.041, -2.795)  0.1031
H (-2.463, 0.489, -4.216)  0.0950
H (-3.951, -0.947, -0.889)  0.0990
H (-3.506, -2.632, -1.205)  0.1081